Entry 1:
The following is a DFT calculation (ωB97M-V/def2-TZVPD) of 3 unconnected molecules or ions with the total composition C5H13NO2 at a distorted geometry.

Output
- HOMO-LUMO gap: 4.81 eV
- Net charge: 0
- 2S+1: 1

Cartesian coordinates (Å):
N 0.794 0.245 -1.297
C -0.058 -0.295 -0.278
C 0.548 -0.588 1.040
C -3.874 0.633 -0.004
C -2.655 -0.217 0.291
C -1.442 -0.257 -0.552
H 1.393 -0.558 -1.576
H 1.482 0.819 -0.671
H 0.709 0.401 1.635
H 1.575 -0.992 0.888
H -3.552 1.726 -0.146
H -4.382 0.544 -1.003
H -4.678 0.653 0.830
H -2.745 -0.755 1.195
H -1.793 -0.048 -1.617
H 3.470 0.087 0.093
H 4.370 1.189 0.762
O 3.453 1.030 0.664
H 4.135 -1.350 -1.127
H -0.050 -1.287 1.680
O 3.300 -0.980 -0.809

Cartesian forces (eV/Å) of the 6 atoms listed first:
N -0.4605 0.1946 3.0511
C 0.5565 1.0613 -0.2615
C 0.1710 0.5048 1.3799
C -0.7273 1.5759 -0.2010
C 2.7295 0.4715 -2.5168
C -5.0256 0.2762 -0.4804



Entry 2:
The following is a DFT calculation (ωB97M-V/def2-TZVPD) of 2 unconnected molecules or ions with the total composition C4H13NOS2 at a distorted geometry.

Output
- HOMO-LUMO gap: 8.83 eV
- SMILES: CCNCCSS.O
- Net charge: 0
- 2S+1: 1

Cartesian coordinates (Å):
C 1.194 -1.700 1.749
C 0.041 -0.632 1.758
N -1.166 -0.534 1.041
C -0.853 0.104 -0.311
C 0.644 0.053 -0.889
S 0.601 0.833 -2.577
S 2.073 -0.015 -3.540
H 0.896 -2.663 2.197
H 1.988 -1.434 2.335
H 1.641 -1.787 0.786
H 0.625 0.263 1.754
H -0.129 -0.496 2.910
H -1.460 -1.541 0.999
H -1.485 -0.480 -1.096
H -1.304 1.161 -0.162
H 1.329 0.681 -0.246
H 1.085 -0.927 -0.831
H 1.824 -0.448 -4.877
O -2.545 3.499 -0.216
H -3.186 3.067 -0.740
H -1.816 2.997 -0.045

Cartesian forces (eV/Å) of the 6 atoms listed first:
C -3.1302 -1.1664 -1.2685
C 2.6731 0.9324 5.7899
N 0.9702 -1.7478 -1.7798
C -1.8316 -0.9649 -0.8416
C -0.7365 1.6258 1.2865
S -2.0642 0.7224 1.1827



Entry 3:
The following is a DFT calculation (ωB97M-V/def2-TZVPD) of 2 unconnected molecules or ions with the total composition C6H14O.

Output
- HOMO-LUMO gap: 9.76 eV
- SMILES: C=C(O)CC(C)C.[H][H]
- Net charge: 0
- 2S+1: 1

Cartesian coordinates (Å):
C -0.434 1.205 2.190
C 0.443 0.656 1.345
O 1.636 1.229 1.013
C 0.273 -0.685 0.689
C 0.607 -0.728 -0.809
C -0.328 0.155 -1.634
C 0.562 -2.176 -1.299
H -0.245 2.155 2.685
H -1.365 0.702 2.418
H 1.711 2.072 1.480
H 0.931 -1.393 1.212
H -0.757 -1.027 0.852
H 1.630 -0.350 -0.929
H -0.075 0.100 -2.699
H -0.266 1.205 -1.326
H -1.371 -0.170 -1.524
H 0.835 -2.245 -2.357
H -0.447 -2.593 -1.186
H 1.251 -2.810 -0.729
H -2.025 2.275 0.220
H -2.702 2.580 0.278

Cartesian forces (eV/Å) of the 6 atoms listed first:
C 0.1674 -0.0989 -0.1252
C -0.3938 -0.0701 0.2248
O 0.0561 0.2145 0.0968
C -0.0170 -0.0542 0.0234
C 0.0620 0.0039 -0.0167
C -0.0319 0.0448 -0.0024



Entry 4:
The following is a DFT calculation (ωB97M-V/def2-TZVPD) of C3H4O3 in the gas phase at a distorted geometry.

Output
- HOMO-LUMO gap (spin up / spin down): 6.20 / 7.26 eV
- Net charge: 0
- 2S+1: 3

Cartesian coordinates (Å):
C 0.049 1.010 -0.016
C 0.986 -1.172 -0.152
C -0.138 -0.340 -0.121
O 0.875 -2.388 -0.348
O -0.991 1.807 0.136
O -1.441 -0.815 -0.037
H 1.033 1.496 -0.268
H 1.933 -0.597 -0.020
H -0.804 2.776 0.472
H -1.502 -1.778 0.353

Cartesian forces (eV/Å) of the 6 atoms listed first:
C 2.2072 5.5061 -0.5843
C -0.2259 1.0115 0.2448
C -2.3573 -5.0547 0.6755
O 0.2809 -1.5537 -0.0913
O -1.2275 3.2495 1.3648
O 1.6756 -1.0898 0.8592



Entry 5:
The following is a DFT calculation (ωB97M-V/def2-TZVPD) of 2 unconnected molecules or ions with the total composition C4H13NO2 at a distorted geometry.

Output
- HOMO-LUMO gap: 9.39 eV
- SMILES: CN(C)CCO.O
- Net charge: 0
- 2S+1: 1

Cartesian coordinates (Å):
C -0.066 1.116 0.169
N -1.306 0.538 -0.329
C -1.851 1.362 -1.415
C -1.291 -0.870 -0.711
C -0.344 -1.734 0.073
O 1.070 -1.511 -0.116
H -0.135 2.190 0.175
H 0.835 0.847 -0.370
H 0.073 0.792 1.193
H -1.155 1.324 -2.267
H -2.823 1.018 -1.714
H -1.937 2.409 -1.126
H -2.287 -1.263 -0.480
H -1.146 -1.001 -1.795
H -0.499 -1.667 1.150
H -0.499 -2.783 -0.171
H 1.170 -1.130 -0.995
O 3.080 0.935 2.161
H 2.213 0.543 1.972
H 3.722 0.223 2.086

Cartesian forces (eV/Å) of the 6 atoms listed first:
C -0.2263 -0.4791 0.2715
N -0.3280 0.8098 -0.3746
C 0.9373 -0.2116 0.2945
C -0.2158 0.3771 0.4875
C 0.9961 -0.7485 0.3778
O -0.4686 0.2963 -0.2261



Entry 6:
The following is a DFT calculation (ωB97M-V/def2-TZVPD) of a molecular structure, C40H34AsF2N4O10Se2Y.

Output
- HOMO-LUMO gap: 6.39 eV
- Net charge: -2
- 2S+1: 1

Cartesian coordinates (Å):
Y -1.210 -1.119 -0.874
O -3.151 -5.074 3.460
C -4.214 -4.382 3.089
O -5.296 -4.540 3.616
C -4.019 -3.386 2.011
C -4.986 -2.503 1.570
N -4.448 -1.765 0.597
N -3.175 -2.091 0.377
C -2.892 -3.072 1.223
C -1.471 -3.552 1.227
O -1.113 -4.345 2.117
O -0.747 -3.053 0.321
H -2.322 -4.802 2.948
H -6.002 -2.370 1.900
H -4.834 -0.893 0.180
O -0.175 -0.625 -6.974
C -0.430 0.412 -6.025
C -0.614 -0.178 -4.616
C -0.878 1.081 -3.780
O -1.207 0.910 -2.404
C 0.736 -0.816 -4.252
Se 0.921 -1.849 -2.592
C -1.776 -1.198 -4.691
Se -3.017 -1.437 -3.167
H -0.044 -0.215 -7.833
H -1.340 0.957 -6.303
H 0.407 1.122 -6.011
H -1.679 1.661 -4.249
H 0.024 1.697 -3.799
H -2.169 0.724 -2.375
H 1.489 -0.022 -4.232
H 1.008 -1.496 -5.056
H -1.345 -2.168 -4.936
H -2.420 -0.921 -5.527
F 0.103 3.243 3.942
C -0.069 2.321 2.946
C 0.263 2.667 1.652
C 0.093 1.710 0.653
C -0.386 0.410 0.891
C -0.687 0.138 2.237
C -0.548 1.071 3.266
H 0.657 3.657 1.443
H 0.371 1.994 -0.360
H -1.047 -0.849 2.523
H -0.780 0.828 4.297
C 6.496 -3.872 0.042
C 6.209 -3.384 1.311
C 4.998 -2.750 1.557
C 4.059 -2.602 0.539
C 4.349 -3.105 -0.729
C 5.565 -3.729 -0.978
As 2.316 -1.710 0.739
C 3.029 0.094 0.588
C 3.294 0.775 -0.591
C 3.749 2.087 -0.532
C 3.934 2.708 0.699
C 3.658 2.030 1.878
C 3.195 0.718 1.828
C 2.795 -0.104 2.985
C 2.776 0.308 4.314
C 2.304 -0.553 5.295
C 1.837 -1.820 4.960
C 1.847 -2.237 3.633
C 2.341 -1.387 2.654
H 7.442 -4.366 -0.150
H 6.931 -3.493 2.112
H 4.782 -2.364 2.547
H 3.616 -3.000 -1.523
H 5.780 -4.110 -1.969
H 3.111 0.288 -1.543
H 3.946 2.634 -1.447
H 4.279 3.735 0.738
H 3.776 2.535 2.830
H 3.096 1.308 4.585
H 2.274 -0.225 6.328
H 1.442 -2.473 5.729
H 1.446 -3.207 3.362
F -0.999 4.430 -2.797
C -2.040 4.530 -1.950
C -2.305 3.560 -1.067
N -3.362 3.634 -0.188
C -3.577 2.542 0.777
C -3.904 1.197 0.096
O -5.081 0.794 0.180
O -2.948 0.616 -0.473
C -4.191 4.731 -0.157
O -5.115 4.884 0.617
N -3.884 5.698 -1.103
C -2.851 5.722 -2.034
O -2.709 6.656 -2.800
H -1.710 2.659 -1.015
H -4.406 2.831 1.408
H -2.670 2.405 1.371
H -4.498 6.500 -1.091

Cartesian forces (eV/Å) of the 6 atoms listed first:
Y -0.5346 0.2180 0.0341
O -0.2309 -0.1057 0.1386
C 0.0070 0.0234 0.1301
O -0.0049 -0.0111 -0.0486
C 0.1067 -0.0106 -0.0073
C -0.0610 -0.0718 -0.0552



Result set for ΔE to the lowest compared entry with this formula, charge and spin: 6.079; 3.268; 1.495; 0.232; 1.340; 0.261 eV, one per record in the order listed.